No. 1
The following is a quantum chemistry calculation of 14 unconnected molecules or ions with the total composition H28O14, from the Open Molecules 2025 dataset.

Positions of all 42 atoms, in Å:
O 1.578 -1.040 3.417
O -2.425 -0.135 1.736
O 3.063 -4.571 -0.244
O -1.102 0.162 -1.241
O 3.035 2.712 -0.605
O -0.020 -0.001 -5.075
O 0.308 -0.904 0.265
O -0.835 3.800 0.443
O 1.755 -1.500 -2.682
O -2.340 -2.825 1.059
O -2.673 2.584 1.895
O -1.866 -1.910 3.443
O 1.468 1.340 0.658
O 0.165 2.466 -2.938
H -0.279 3.179 0.962
H -3.278 -2.857 0.751
H -2.079 2.339 1.237
H 1.522 -0.545 -2.465
H 2.457 -5.345 -0.281
H 3.343 2.074 -1.263
H 2.537 -3.817 0.034
H 2.228 1.281 1.260
H -0.985 -1.704 3.264
H -2.294 3.378 2.340
H -0.569 1.976 -3.141
H 3.205 3.525 -1.176
H 0.695 1.193 1.172
H 1.612 -1.971 3.285
H -0.055 -0.122 0.031
H 1.408 -0.779 2.429
H -1.795 -2.524 4.192
H -2.293 -3.341 1.851
H -3.220 0.130 1.266
H 0.246 -0.632 -4.381
H 0.996 -1.892 -3.073
H -1.869 -0.549 1.048
H 0.999 1.963 -2.929
H -0.463 3.908 -0.373
H -0.682 0.624 -4.569
H -0.180 -1.007 1.096
H -0.433 0.519 -1.801
H -1.671 -0.417 -1.817

Electronic energy: -29115.72317 eV
Relative energy (zero: lowest compared OMol25 entry of this formula, charge and spin): 5.929 eV
Kohn-Sham gap: 9.5923 eV

---

No. 2
The following is a quantum chemistry calculation of a molecular structure, C17H32Al2BBrCl5CsF7N2O8S2, from the Open Molecules 2025 dataset.

Positions of all 78 atoms, in Å:
Cs -0.618 -3.581 0.408
Br -5.749 3.674 -2.961
Cl 1.406 3.124 -1.558
Cl 6.824 0.610 -0.747
Cl 3.954 0.739 -0.301
Cl 5.014 1.361 -2.916
Cl -1.119 2.890 -3.329
S 0.615 -1.490 3.125
S 2.541 -2.906 4.285
Al -1.066 -1.682 -2.607
Al 8.389 -0.435 -2.451
F -0.474 0.345 4.617
F -1.577 -0.083 2.819
F 0.730 2.301 5.031
F -1.627 -1.463 4.495
F 2.992 -2.144 6.754
F 3.897 -4.028 6.213
F 1.771 -3.911 6.587
O 6.351 7.086 -0.321
O 2.326 -4.184 3.663
O 3.702 -2.195 3.854
O 3.535 -5.915 -2.398
O 1.356 -0.496 2.419
O 0.017 -2.524 2.258
O -8.143 1.516 -1.233
O 4.267 4.490 -1.219
N 1.218 -2.020 4.454
N -4.381 0.888 -0.705
C 5.266 1.446 -1.181
C 5.533 -5.694 -1.145
C 2.817 -3.266 6.063
C -2.950 1.119 -0.489
C -8.961 2.495 -1.801
C 4.301 -7.114 -2.582
C 0.548 0.990 -0.092
C -0.839 -0.615 3.815
C -7.741 1.722 0.122
C -8.903 1.807 1.096
C 4.315 -4.957 -1.683
C -0.854 1.787 -2.012
C 6.165 6.133 -1.043
C 4.488 5.466 -0.516
C -8.369 3.872 -1.820
C 0.219 1.858 -1.247
C 5.737 -6.770 -2.210
B -1.997 0.682 -1.770
H 3.710 -4.514 -0.891
H 0.627 1.556 0.826
H 3.830 6.345 -0.610
H 3.894 -7.884 -1.920
H 6.395 -5.045 -1.002
H -7.321 3.829 -2.426
H 1.522 0.539 -0.248
H -9.559 2.654 0.884
H -0.141 0.177 0.081
H 6.003 6.284 -2.127
H -9.938 2.534 -1.290
H 4.607 -4.165 -2.385
H -4.653 1.205 -1.622
H -9.510 0.903 1.045
H -7.099 2.605 0.197
H -8.531 1.924 2.112
H -8.142 4.260 -0.828
H 6.257 -6.346 -3.073
H -1.416 -0.365 -1.461
H 4.604 5.321 0.573
H 5.297 -6.159 -0.186
H -9.020 4.588 -2.321
H -4.618 -0.081 -0.564
H 5.359 2.490 -0.897
H 6.302 -7.631 -1.862
H -7.116 0.871 0.378
H -2.652 0.433 -2.774
H -2.814 2.191 -0.389
H -2.653 0.610 0.417
H -9.155 2.166 -2.823
H 4.200 -7.454 -3.612
H 6.807 5.233 -0.943

Electronic energy: -225250.40971 eV
Net charge: +1
Kohn-Sham gap: 1.3912 eV

---

No. 3
The following is a quantum chemistry calculation of 2 unconnected molecules or ions with the total composition C3H8O2S, from the Open Molecules 2025 dataset.

Positions of all 14 atoms, in Å:
S 0.056 -0.882 -3.685
O -0.521 0.656 1.224
O -1.848 0.886 4.480
C 0.787 -0.666 -2.056
C 0.027 0.268 -1.105
C 0.188 -0.183 0.325
H 1.174 -0.355 0.787
H -1.029 0.417 -1.337
H -0.187 -1.215 0.431
H -0.614 0.688 2.182
H 1.774 -0.174 -2.104
H 0.998 -1.675 -1.690
H 0.325 1.311 -1.296
H -1.129 0.925 3.845

Electronic energy: -18168.14664 eV
Net charge: -2
Relative energy (zero: lowest compared OMol25 entry of this formula, charge and spin): 1.311 eV
Kohn-Sham gap: 6.1017 eV

---

No. 4
The following is a quantum chemistry calculation of a molecular structure, C50H59BrFN5NaO2Sb, from the Open Molecules 2025 dataset.

Positions of all 120 atoms, in Å:
Sb -1.616 -0.740 2.936
Br 7.514 -3.779 0.670
Na 0.564 -0.273 -0.238
F 0.107 1.791 1.122
O 2.010 -0.565 1.752
O 2.460 -1.863 -0.020
N 1.230 1.994 -1.317
N 2.523 -6.357 1.166
N 1.419 -7.264 -0.733
N 5.529 -1.717 3.619
N 1.053 -1.356 -3.283
C 3.126 2.237 -2.842
C 0.735 -6.038 -2.632
C -4.419 -1.585 2.197
C 4.165 2.161 -1.730
C 0.264 3.037 0.596
C -0.437 -2.195 5.552
C -1.542 1.360 5.131
C 2.593 -3.533 -4.052
C -2.936 -4.353 -0.597
C -0.150 4.108 1.339
C 4.987 -2.470 0.987
C -2.594 0.427 4.533
C -0.855 -3.254 -0.079
C 4.055 -1.753 1.721
C -0.665 2.055 -3.670
C 2.758 2.353 -5.236
C -3.387 -3.302 3.737
C 4.162 0.789 -1.058
C 6.417 -2.409 2.911
C 4.088 3.265 -0.674
C 0.350 -3.030 3.309
C 1.402 -6.054 -1.319
C 1.308 -3.726 -3.559
C 0.690 -5.076 -3.551
C -1.275 3.461 -3.605
C -2.635 -1.978 -0.922
C 2.277 -1.188 -3.772
C -3.131 -2.279 2.637
C -1.307 1.155 -2.615
C 0.587 -2.599 -3.168
C -3.439 -3.117 -0.992
C 0.974 4.454 -1.167
C 0.860 2.126 -3.733
C -0.009 5.406 0.835
C 0.850 3.116 -0.696
C 1.728 2.138 -2.615
C 2.715 -1.358 1.098
C 1.981 -7.344 0.463
C -1.303 -1.970 -0.459
C -3.403 -0.267 5.623
C 3.091 -2.246 -4.151
C 0.558 5.549 -0.424
C 1.956 -4.950 -0.681
C 6.179 -2.795 1.603
C 4.378 -1.398 3.025
C 2.492 -5.159 0.577
C -1.624 -4.415 -0.141
C 3.609 2.353 -4.142
C -0.116 -1.817 4.111
C 1.398 2.230 -5.015
H 4.681 2.428 -4.295
H -1.202 -5.370 0.168
H 3.257 3.100 0.010
H 0.122 -5.305 -4.451
H 5.012 3.267 -0.088
H 2.900 -4.328 1.138
H -4.238 -0.835 5.210
H -4.462 -3.043 -1.355
H 0.224 -6.969 -2.847
H -2.491 -3.880 3.966
H 3.962 4.251 -1.124
H 0.718 2.207 -5.862
H -1.999 2.097 5.804
H 2.623 -0.165 -3.858
H 4.951 0.726 -0.302
H 3.190 -4.388 -4.350
H 1.192 -3.521 3.812
H -0.401 -2.700 -2.729
H 1.414 4.613 -2.145
H 1.943 -3.951 -1.090
H -1.000 1.905 4.354
H 1.994 -8.328 0.923
H -0.836 0.174 -2.578
H -0.442 -3.774 3.189
H -4.159 -4.013 3.413
H 4.313 -0.018 -1.779
H 4.755 -2.745 -0.034
H -2.362 1.013 -2.875
H -2.734 -2.805 1.765
H -4.865 -0.993 3.003
H 4.091 -2.057 -4.520
H -1.266 1.596 -1.621
H 7.351 -2.666 3.397
H -1.307 -2.852 5.622
H -3.821 0.471 6.322
H 0.677 -2.737 2.313
H -0.875 4.105 -4.393
H -4.236 -0.923 1.348
H -3.087 -1.040 -1.249
H -2.361 3.401 -3.725
H -0.333 6.262 1.412
H -5.162 -2.325 1.877
H 0.684 6.541 -0.846
H -1.064 3.931 -2.645
H 3.151 2.431 -6.244
H 0.412 -2.733 5.994
H -3.285 1.044 3.947
H -2.796 -0.958 6.209
H 3.659 -0.827 3.599
H 0.707 -1.096 4.110
H -3.733 -2.843 4.666
H -0.630 -1.321 6.176
H -3.552 -5.245 -0.648
H -0.585 3.916 2.313
H -0.952 1.634 -4.641
H 3.206 0.623 -0.569
H 0.165 -3.359 0.283
H -0.801 0.806 5.713
H 5.130 2.280 -2.237

Electronic energy: -148068.99617 eV
Net charge: -2
Relative energy (zero: lowest compared OMol25 entry of this formula, charge and spin): 0.000 eV
Kohn-Sham gap: 5.2915 eV

---

No. 5
The following is a quantum chemistry calculation of a molecular structure, C5H5N, from the Open Molecules 2025 dataset.

Positions of all 11 atoms, in Å:
N -1.851 -0.382 0.842
C 1.944 -0.330 0.125
C 3.084 -0.149 0.372
C -1.326 -1.048 -0.172
C -0.612 0.008 -0.762
C -1.264 0.864 0.283
H -0.685 1.304 1.070
H -0.119 0.084 -1.629
H -1.346 -2.148 -0.457
H -1.933 1.659 -0.182
H 4.109 0.138 0.511

Electronic energy: -6747.50464 eV
Relative energy (zero: lowest compared OMol25 entry of this formula, charge and spin): 8.403 eV
Kohn-Sham gap (alpha / beta): 8.7401 / 7.2227 eV

---

No. 6
The following is a quantum chemistry calculation of a molecular structure, C22H32N2O2S3W, from the Open Molecules 2025 dataset.

Positions of all 62 atoms, in Å:
W 0.842 -0.029 0.614
S 0.359 0.808 2.909
S 1.942 -2.601 -1.227
S -2.458 0.323 -0.430
O 2.019 -1.170 -0.504
O -0.933 0.409 0.245
N 2.833 -0.047 1.700
N 1.519 2.005 0.344
C 0.777 2.986 1.224
C 1.746 0.178 3.921
C -1.123 -3.487 1.283
C -0.664 -0.738 -2.392
C -0.226 -2.058 -3.043
C -3.939 4.239 -1.915
C -2.868 1.867 -1.031
C -0.055 -2.821 0.692
C 2.733 -0.617 3.077
C 3.025 2.059 0.457
C -1.517 -4.729 0.794
C -0.830 -5.316 -0.260
C -2.074 -0.793 -1.821
C -2.865 3.661 -2.609
C -2.323 2.474 -2.179
C 1.271 -2.302 -2.895
C -3.942 2.446 -0.326
C 0.605 -3.400 -0.389
C 0.237 -4.654 -0.860
C -4.473 3.640 -0.781
C 3.496 1.296 1.674
C 0.725 2.597 2.693
H 1.244 3.968 1.121
H -2.280 -1.773 -1.385
H 3.424 1.615 -0.457
H 1.315 2.310 -0.609
H -2.340 -5.253 1.264
H -2.857 -0.577 -2.553
H 2.184 1.045 4.415
H 0.023 -0.587 -1.557
H -4.370 1.950 0.538
H -1.618 -3.065 2.149
H 3.263 1.818 2.596
H 1.636 2.832 3.237
H -0.525 0.096 -3.078
H 0.770 -5.127 -1.679
H 1.906 -1.500 -3.285
H 4.580 1.179 1.646
H -5.311 4.090 -0.266
H 3.428 -0.679 1.166
H 2.412 -1.654 2.981
H 3.715 -0.620 3.557
H -0.087 3.138 3.179
H -4.367 5.164 -2.282
H -0.231 3.053 0.815
H -1.516 2.015 -2.734
H 1.307 -0.444 4.701
H -1.112 -6.298 -0.616
H 0.337 -1.989 1.317
H -0.451 -2.064 -4.111
H 1.586 -3.214 -3.415
H 3.350 3.100 0.490
H -2.481 4.144 -3.498
H -0.774 -2.897 -2.613

Electronic energy: -64697.79921 eV
Net charge: +4
Kohn-Sham gap (alpha / beta): 7.0206 / 7.0108 eV